Entry from the Open Molecules 2025 dataset: an isolated molecule of C5H10O (ωB97M-V/def2-TZVPD).

Values from the calculation:
Relative energy (zero: lowest compared OMol25 entry of this formula, charge and spin) (kcal per mole): 10.7
Orbital gap (eV): 10.85
Net charge: 0
HOMO energy (eV): -9.79
Structure (SMILES): CCCCC=O
DFT total energy (Eh): -271.73553

Geometry as XYZ:
```
16
C5H10O (ωB97M-V/def2-TZVPD)
C -0.333 1.592 0.038
C -1.238 0.452 -0.424
C -0.762 -0.921 0.071
C 0.722 -1.170 -0.236
C 1.693 -0.457 0.676
O 2.673 0.146 0.308
H 0.700 1.426 -0.272
H -0.339 1.679 1.132
H -0.633 2.553 -0.386
H -1.281 0.438 -1.521
H -2.265 0.628 -0.082
H -0.940 -1.017 1.152
H -1.356 -1.708 -0.409
H 0.965 -2.233 -0.103
H 0.959 -0.904 -1.272
H 1.454 -0.537 1.760
```

=====

Entry from the Open Molecules 2025 dataset: an isolated molecule of C5H8N2 at a distorted geometry (ωB97M-V/def2-TZVPD).

Values from the calculation:
Relative energy (zero: lowest compared OMol25 entry of this formula, charge and spin) (kcal per mole): 147.3
Orbital gap (eV): 8.44
Net charge: 0
HOMO energy (eV): -8.39
DFT total energy (Eh): -304.60075

Geometry as XYZ:
```
15
C5H8N2 (ωB97M-V/def2-TZVPD)
C -1.637 -0.286 0.808
C -0.953 -0.996 -0.231
C 0.166 1.097 0.278
C 0.019 -0.096 -0.874
C 1.386 -0.595 -1.308
N -0.566 -0.380 1.828
N -0.900 0.890 1.233
H -2.691 -0.366 1.161
H 1.133 0.858 0.745
H 0.306 2.191 -0.087
H -0.280 0.406 -1.809
H 1.241 -1.140 -2.315
H 1.688 -1.283 -0.498
H 2.001 0.306 -1.623
H -0.913 -0.608 2.692
```